Entry 1:
Density functional theory data (wB97M-V/def2-TZVPD) for a molecular structure, C6H24NaO6.

Geometry as XYZ:
```
37
Properties=species:S:1:pos:R:3:forces:R:3:lowdin_charge:R:1
Na 0.40049 0.00369 -0.12609 -0.03 -0.20 -0.05 0.421
C -1.19921 1.91623 2.37713 0.11 0.18 -0.05 -0.109
O -0.03361 1.97776 1.54168 -0.20 -0.20 0.03 -0.125
H -1.15744 0.98885 2.94135 -0.02 -0.07 -0.02 0.074
H -1.22674 2.74520 3.08425 0.06 -0.03 0.02 0.092
H -2.11743 1.94759 1.78506 0.03 -0.06 -0.03 0.075
H 0.18467 2.90296 1.40583 0.07 0.00 -0.07 0.090
C 0.10694 -1.69169 -2.91849 0.01 -0.19 -0.10 -0.118
O 0.95209 -2.04474 -1.82540 -0.13 0.16 0.18 -0.118
H -0.13479 -0.63938 -2.80162 -0.03 0.05 -0.08 0.059
H 0.61062 -1.84562 -3.87412 0.01 0.09 -0.01 0.090
H -0.82724 -2.25941 -2.91921 0.03 0.03 0.07 0.088
H 1.20019 -2.96976 -1.90807 0.06 0.04 0.02 0.092
C 3.29603 1.19530 -0.70652 0.06 -0.10 -0.17 -0.098
O 2.06548 1.19111 -1.44883 0.08 0.10 0.20 -0.138
H 4.15224 1.29411 -1.37451 -0.02 -0.01 0.01 0.093
H 3.31483 2.00568 0.02285 -0.02 -0.02 0.06 0.088
H 3.36670 0.23301 -0.20806 0.00 -0.01 0.10 0.076
H 2.13022 1.90493 -2.08913 -0.20 -0.03 -0.05 0.092
C -1.22668 2.11169 -2.02145 -0.03 -0.08 0.15 -0.106
O -1.63668 0.99753 -1.21365 0.36 0.16 -0.09 -0.136
H -0.44060 1.75701 -2.68345 -0.02 -0.04 -0.04 0.072
H -2.05264 2.48529 -2.62332 -0.01 0.02 -0.04 0.093
H -0.82304 2.91828 -1.40485 -0.04 0.02 -0.01 0.083
H -2.43623 1.25458 -0.74842 -0.07 -0.06 0.03 0.082
C 0.94839 -1.80214 2.50345 -0.21 0.01 0.04 -0.115
O 1.88236 -1.06306 1.71102 -0.18 -0.01 0.02 -0.121
H 0.24204 -1.13742 3.01522 0.14 0.02 0.00 0.075
H 0.37875 -2.43753 1.83050 0.05 -0.04 -0.03 0.071
H 1.44192 -2.42520 3.24678 0.07 -0.02 -0.02 0.093
H 2.61955 -0.82013 2.27936 -0.03 0.13 -0.12 0.095
C -2.53985 -1.57464 1.07532 0.06 -0.04 0.12 -0.113
O -1.48549 -1.87328 0.16018 0.02 0.23 0.17 -0.132
H -2.22541 -1.69668 2.11856 0.05 -0.05 -0.11 0.081
H -2.81506 -0.53271 0.92588 -0.07 0.01 -0.03 0.067
H -3.41161 -2.20326 0.90375 -0.07 0.05 -0.05 0.092
H -1.50374 -2.81415 -0.03294 0.11 0.01 -0.04 0.094
```
Forces are in eV/Å.

The calculation puts the relative energy (zero: lowest compared OMol25 entry of this formula, charge and spin) at 52.5 kcal/mol. For the HOMO-LUMO gap, the calculation gives 0.4063 hartree. The net charge is +1.

***

Entry 2:
Density functional theory data (wB97M-V/def2-TZVPD) for 4 unconnected molecules or ions with the total composition C31H42F24N2O8S3 in a non-equilibrium geometry.

Geometry as XYZ:
```
110
Properties=species:S:1:pos:R:3:forces:R:3:lowdin_charge:R:1
C 3.18055 1.79648 1.39893 0.99 -0.42 -0.44 -0.080
C 2.77880 1.05584 0.04417 0.66 0.27 0.94 -0.232
N 1.26829 0.95565 -0.17425 0.79 -1.91 -0.97 -0.190
C 1.07172 1.40433 -1.58984 -0.59 0.98 -0.40 -0.283
C -0.44942 1.46381 -2.06497 0.47 -0.89 -1.32 -0.103
C 0.96164 -0.46383 0.02597 -1.07 0.33 -0.16 -1.019
S 0.67778 -1.61086 -1.14571 0.30 1.42 1.04 0.668
S 0.92041 -1.07411 1.79476 0.19 0.30 -0.50 0.811
C -0.61409 -0.46592 2.62602 -0.53 0.25 0.30 -0.471
C -1.95182 -1.16335 2.12066 -0.66 0.63 0.72 -0.222
C -2.81411 -0.09642 1.31627 0.27 0.04 0.11 -0.120
C -3.55909 0.94442 2.28027 0.57 -0.05 -0.48 -0.230
O -4.78629 0.29905 2.75505 -1.51 1.15 -0.85 -0.197
S -6.10612 1.00928 2.03946 -4.32 0.15 -1.11 0.763
O -7.35565 1.12889 2.84223 4.16 -0.21 -0.64 -0.275
O -6.46789 0.40087 0.72721 2.52 1.30 2.60 -0.287
O -5.44559 2.53073 1.91222 -0.02 -2.76 0.58 -0.203
C -4.00187 2.35501 1.65793 -0.41 0.33 -0.48 -0.224
C -3.89225 2.58846 0.09197 0.28 0.23 -0.51 -0.115
C -3.60244 4.09578 -0.33677 0.02 -0.16 -0.15 -0.180
C -2.47239 4.82149 0.51280 0.06 0.47 -1.18 -0.176
C -1.05648 4.25391 0.04010 -1.13 -0.16 -0.79 -0.214
N 0.07386 5.08409 0.53123 -1.02 -0.58 2.31 0.038
C 0.41680 4.76869 1.89945 0.36 -0.40 1.61 -0.458
C 1.16802 5.88878 2.75058 -0.10 -0.07 -0.37 -0.015
O 0.18307 3.69238 2.46930 0.21 1.85 -1.83 0.007
H 3.81715 1.07381 2.00483 -1.04 1.00 -0.44 0.061
H 2.29584 2.17895 1.98527 0.96 -0.57 -0.73 0.062
H 3.88354 2.65825 1.13895 -1.06 -0.96 0.42 0.076
H 3.17666 -0.00689 -0.01187 -0.12 1.39 0.25 0.113
H 3.26305 1.61909 -0.81629 -0.94 -0.75 0.95 0.117
H 1.73530 0.77193 -2.26724 -1.07 0.74 0.59 0.093
H 1.45790 2.47906 -1.63266 -0.33 -1.48 0.20 0.125
H -1.18354 1.03626 -1.32006 0.89 0.70 -0.68 0.046
H -0.74644 2.49671 -2.44409 0.36 -1.30 0.87 0.067
H -0.51853 0.79066 -2.98748 -0.10 0.82 1.25 0.072
H -0.50543 -0.70183 3.73633 0.40 0.22 -1.52 0.089
H -0.62022 0.66459 2.54324 -0.24 -1.24 0.02 0.076
H -2.55929 -1.46130 3.04425 0.77 0.33 -1.15 0.119
H -1.78262 -2.13139 1.55239 0.02 1.58 0.55 0.090
H -2.08702 0.45021 0.62810 -1.07 -0.60 0.82 0.095
H -3.60930 -0.61646 0.69887 0.86 0.76 0.59 0.135
H -2.98028 1.23480 3.21444 -0.54 -0.87 -1.15 0.165
H -3.56554 3.11164 2.37078 -0.13 -0.52 -1.44 0.149
H -4.90225 2.30742 -0.35753 1.37 0.18 0.72 0.129
H -3.13387 1.93131 -0.43296 -0.74 0.68 0.97 0.094
H -3.21936 4.05804 -1.41398 -0.57 0.07 1.36 0.113
H -4.58310 4.66928 -0.39418 1.30 -0.55 0.43 0.119
H -2.63043 4.80575 1.62978 0.26 -0.21 -1.20 0.105
H -2.49155 5.92621 0.20863 0.00 -1.34 0.43 0.118
H -0.95913 3.16305 0.31406 0.28 1.32 -0.11 0.112
H -1.06726 4.30612 -1.10103 0.14 -0.05 1.51 0.113
H -0.25350 6.06380 0.50158 0.75 -0.54 -0.10 0.117
H 2.28852 5.84788 2.55786 -1.46 0.18 -0.05 0.089
H 1.04407 5.71240 3.86510 -0.12 -0.05 -1.55 0.088
H 0.73894 6.90497 2.49897 0.75 -1.00 0.22 0.074
F -4.52246 -7.55441 1.32693 0.23 0.22 -0.15 0.097
C -5.82565 -7.23472 1.29800 -0.45 -0.64 0.41 -0.305
F -6.48290 -8.36353 0.92653 -0.19 0.25 -0.16 0.091
C -6.15623 -6.09289 0.32994 0.43 0.44 -0.80 -0.436
F -5.93811 -6.46208 -0.95300 0.09 -0.20 0.18 0.128
F -7.49806 -5.86268 0.42935 0.13 -0.08 0.43 0.105
C -5.45644 -4.73701 0.58186 -0.02 0.77 0.02 -0.035
O -4.26790 -4.43378 -0.17179 0.45 -1.23 0.30 0.033
C -3.03158 -4.93822 0.27761 -1.49 1.03 0.55 -0.506
F -3.16456 -5.38210 1.54040 0.37 -0.33 -0.08 0.141
F -2.19967 -3.87688 0.34583 0.19 -0.34 -0.44 0.121
C -2.42871 -5.98215 -0.67186 0.40 -0.35 -0.59 -0.279
F -3.27302 -7.00238 -0.91479 -0.20 0.18 0.15 0.100
F -1.30723 -6.51983 -0.13645 -0.05 0.31 0.24 0.099
H -6.14166 -6.98753 2.31557 -0.05 0.19 -0.06 0.173
H -6.16734 -3.97514 0.25210 0.07 -0.20 -0.16 0.150
H -5.31493 -4.54024 1.64693 0.11 -0.30 -0.05 0.143
H -2.17096 -5.52652 -1.63114 -0.04 0.22 0.13 0.176
F 1.39491 0.20238 -5.50746 -0.26 0.07 -0.21 0.093
C 2.70327 0.32510 -5.77640 0.39 -0.38 0.70 -0.302
F 3.25872 0.89132 -4.67501 0.24 0.25 -0.26 0.087
C 2.98384 1.17163 -7.02288 -0.44 0.70 -0.49 -0.434
F 2.61755 2.45983 -6.83132 -0.06 -0.15 0.23 0.127
F 4.33796 1.18967 -7.19655 -0.08 -0.41 0.12 0.103
C 2.37397 0.67701 -8.35476 0.02 -0.12 -0.75 -0.037
O 1.12897 1.25429 -8.78777 -0.42 -0.21 1.26 0.033
C -0.07405 0.73981 -8.26443 1.47 -0.56 -0.94 -0.513
F 0.16867 -0.43460 -7.65587 -0.38 0.11 0.29 0.140
F -0.85118 0.45041 -9.32889 -0.23 0.37 0.20 0.147
C -0.81293 1.74400 -7.36924 -0.46 0.57 0.27 -0.281
F -0.04006 2.20309 -6.36610 0.20 -0.13 -0.15 0.095
F -1.89471 1.16449 -6.79695 0.09 -0.26 -0.27 0.098
H 3.13177 -0.67608 -5.87815 0.04 0.03 -0.21 0.175
H 3.07969 0.98275 -9.13117 -0.09 0.18 0.19 0.148
H 2.35139 -0.41333 -8.41571 -0.14 0.07 0.30 0.144
H -1.14881 2.60499 -7.95242 0.07 -0.14 -0.19 0.175
F 5.50682 -0.06377 4.69664 0.00 -0.04 0.07 0.094
C 6.61357 0.47048 4.15860 -0.19 0.85 0.03 -0.302
F 6.18129 1.36682 3.23774 0.33 -0.05 -0.27 0.087
C 7.52939 -0.57025 3.50586 -0.06 -0.85 -0.36 -0.435
F 6.93867 -1.13363 2.42740 -0.09 0.21 0.12 0.127
F 8.62282 0.09284 3.02650 -0.08 0.22 0.41 0.103
C 8.05369 -1.69082 4.42991 0.66 -0.45 0.08 -0.042
O 7.33132 -2.93068 4.42520 -1.05 0.79 0.26 0.038
C 6.18189 -2.99700 5.23408 1.64 0.17 0.17 -0.514
F 6.17859 -1.95832 6.08892 -0.47 -0.19 0.15 0.134
F 6.31654 -4.10187 5.99721 -0.34 -0.12 -0.30 0.148
C 4.89039 -3.10380 4.41476 -0.65 -0.19 -0.51 -0.275
F 4.78626 -2.10340 3.51569 0.11 -0.25 0.10 0.089
F 3.80625 -3.03208 5.22276 0.29 -0.02 0.24 0.099
H 7.14129 1.02683 4.93862 0.19 -0.13 -0.03 0.174
H 9.04120 -1.95926 4.04636 -0.22 0.01 -0.20 0.149
H 8.24050 -1.33545 5.44576 -0.29 0.11 -0.11 0.144
H 4.85020 -4.04912 3.86795 0.21 -0.05 0.14 0.177
```
Forces are in eV/Å.

For the HOMO-LUMO gap, the calculation gives 0.2939 hartree.

***

Entry 3:
Density functional theory data (wB97M-V/def2-TZVPD) for a molecular structure, C21H26IN3Sn in a non-equilibrium geometry.

Geometry as XYZ:
```
52
Properties=species:S:1:pos:R:3:forces:R:3:lowdin_charge:R:1
C 3.00089 4.10408 -0.22584 -0.38 -0.01 -0.38 -0.191
C 4.15860 3.19956 -0.59147 0.46 -0.02 0.57 -0.181
H 2.72990 4.73813 -1.07499 -0.04 -0.03 0.07 0.070
H 3.31670 4.75408 0.57538 -0.01 0.33 0.31 0.061
H 2.08193 3.60889 0.09348 0.25 -0.12 0.01 -0.057
H 3.94788 2.39772 -1.28433 -0.36 -0.17 -0.23 0.043
H 4.92115 3.82140 -1.04391 0.37 0.01 -0.15 0.056
H 4.61239 2.74902 0.30354 -0.16 0.03 -0.20 0.066
C -2.79677 1.38427 -1.95496 -0.06 0.01 -0.16 -0.151
C -4.06165 1.29035 -2.54925 0.38 -0.59 -0.18 -0.037
C -4.31563 0.17931 -3.35566 0.22 0.00 -0.06 -0.053
C -3.31501 -0.77700 -3.50254 0.76 0.05 0.37 -0.011
H -2.58805 2.21966 -1.30081 0.11 0.06 -0.05 -0.017
H -4.80681 2.06586 -2.37711 0.24 -0.23 -0.02 0.111
H -5.25901 0.03208 -3.88261 0.17 0.17 0.25 0.112
H -3.44137 -1.68195 -4.10075 -0.29 0.54 0.21 0.099
N -1.79276 0.50271 -2.10641 -1.09 -0.33 -0.42 0.049
C -2.07607 -0.59695 -2.85417 -0.17 0.43 0.17 -0.210
C -1.02261 -1.65242 -2.90632 0.81 -0.80 -0.12 -0.195
N 0.09903 -1.42110 -2.19041 -0.25 -0.89 -0.49 0.036
C 1.03448 -2.38317 -2.18721 -0.17 -0.21 -0.31 -0.122
C -0.20313 -3.83730 -3.66932 0.06 0.62 0.27 -0.052
C 0.94438 -3.58371 -2.91118 -0.38 0.31 0.01 -0.052
H 1.91967 -2.19579 -1.57397 -0.23 0.04 -0.18 0.109
H 1.75084 -4.30208 -2.88467 0.07 0.05 0.11 0.101
C -1.18878 -2.85577 -3.64347 -0.01 0.73 0.36 -0.010
H -2.10720 -2.98690 -4.19221 0.06 -0.20 -0.10 0.090
H -0.33820 -4.74796 -4.27229 0.16 0.51 0.44 0.118
Sn 0.53203 0.87905 -0.55286 -1.46 -0.57 -0.75 0.808
I -0.78553 3.18004 0.54011 -0.15 0.14 -0.18 0.215
C 0.65479 1.54668 3.64463 -0.12 0.13 0.04 -0.106
N 1.64816 0.58672 3.25825 0.91 -0.26 -0.31 -0.298
C 2.54182 0.10443 4.26884 -0.20 -0.08 0.11 -0.107
C 1.50706 -0.21606 2.06185 -0.05 0.51 0.87 -0.222
C 0.10411 -0.75129 1.90114 -0.02 -0.66 0.35 -0.305
C -0.38573 -1.54267 2.94737 -0.06 0.05 0.05 -0.047
C -1.69511 -2.00505 2.92710 0.34 0.34 -0.27 -0.083
C -2.47165 -1.74317 1.79819 0.19 0.03 -0.46 -0.087
C -1.94719 -1.02805 0.71031 -0.40 -0.42 0.75 -0.116
C -0.67113 -0.48959 0.78584 0.95 0.83 -0.68 -0.330
H 1.14723 2.23930 4.34703 -0.33 -0.03 -0.25 0.086
H -0.21252 1.09455 4.16157 0.05 0.12 -0.09 0.087
H 0.28526 2.11492 2.76930 0.24 -0.37 0.61 -0.042
H 2.05611 -0.62122 4.95505 0.27 0.12 0.01 0.077
H 3.39831 -0.38890 3.77907 -0.19 0.23 0.40 0.085
H 2.87947 0.96878 4.85761 0.16 -0.36 0.01 0.081
H 1.86753 0.45494 1.24496 -0.22 -0.61 -0.10 0.010
H 2.20724 -1.06821 2.12183 -0.12 0.45 -0.13 0.132
H 0.27421 -1.77583 3.78219 -0.19 0.09 -0.02 0.109
H -2.09121 -2.53511 3.78477 -0.05 -0.11 -0.14 0.099
H -3.48027 -2.13076 1.73680 -0.07 0.03 0.04 0.094
H -2.56775 -0.89853 -0.16750 -0.02 0.10 0.04 0.078
```
Forces are in eV/Å.

The calculation puts the relative energy (zero: lowest compared OMol25 entry of this formula, charge and spin) at 0.0 kcal/mol. For the HOMO-LUMO gap, the calculation gives 0.2501 hartree.

***

| no. | E (Ha) |
| --- | --- |
| 1 | -856.517255 |
| 2 | -5509.057564 |
| 3 | -1492.058745 |